Entry 1:
ORCA calculation (the ωB97M-V functional and the def2-TZVPD basis) on a structure of composition C33H57AuN3O4Si in a non-equilibrium geometry.

Each line ends with the Löwdin charge.
Atoms and positions in Å:
O -1.1806 0.2992 -2.4091  -0.327
O 0.7883 0.9676 -5.5823  -0.237
C -1.8738 -0.9463 -2.6272  -0.236
C -3.2384 -1.0745 -1.9879  -0.052
H -1.2000 -1.7212 -2.2483  0.106
H -1.9255 -1.0438 -3.7194  0.126
H -3.2255 -0.8133 -0.9239  0.054
H -3.5492 -2.1209 -2.0647  0.097
H -3.9928 -0.4714 -2.5019  0.084
C -2.0067 1.4944 -2.4159  -0.241
C -2.4314 1.8091 -3.8282  -0.047
H -1.3818 2.2912 -1.9894  0.111
H -2.8658 1.3507 -1.7402  0.110
H -1.5697 1.8141 -4.5089  0.066
H -2.8987 2.7973 -3.8527  0.093
H -3.1642 1.0763 -4.1830  0.083
C 1.9052 1.8611 -5.8294  -0.265
C 0.0695 0.6257 -6.7897  -0.267
C 1.6972 3.2112 -5.1757  -0.064
H 2.0719 1.9990 -6.9145  0.124
H 2.7988 1.3750 -5.4093  0.095
H 0.7884 3.6964 -5.5519  0.075
H 2.5492 3.8571 -5.4124  0.082
H 1.6329 3.1145 -4.0853  0.064
C -0.6152 1.8102 -7.4493  -0.075
H -0.6666 -0.1262 -6.4779  0.107
H 0.7584 0.1514 -7.5129  0.121
H -1.2146 2.3818 -6.7314  0.069
H -1.2824 1.4437 -8.2347  0.084
H 0.1150 2.4775 -7.9203  0.077
H 0.5711 -0.0879 -3.7426  0.054
N -0.7969 0.9615 1.6015  0.122
C -0.1488 0.6739 2.7033  -0.310
C 1.2459 0.5313 2.7515  0.027
C 2.2186 0.7670 1.7766  -0.280
C -0.8877 0.5126 4.0123  0.011
H -1.6103 -0.3107 3.9662  0.078
H -1.4262 1.4323 4.2815  0.104
H -0.1632 0.2918 4.7995  0.084
C 3.6217 0.9911 2.2923  0.014
H 4.1310 1.8104 1.7671  0.106
H 4.2252 0.0781 2.1993  0.092
H 3.5537 1.2523 3.3528  0.091
N 2.0526 0.7491 0.4603  -0.009
C -2.1764 1.1044 1.4970  -0.211
C -3.0366 -0.0289 1.4693  -0.235
C -2.5042 -1.4110 1.6907  -0.044
C -4.4054 0.1583 1.2760  -0.055
H -5.0564 -0.7190 1.2800  0.123
C -4.9323 1.4344 1.0815  -0.064
H -6.0021 1.5582 0.9109  0.110
C -4.0940 2.5490 1.1211  -0.044
H -4.4977 3.5557 0.9945  0.119
C -2.7297 2.4057 1.3407  -0.219
C -1.8399 3.6008 1.4740  -0.038
C 3.1161 1.0451 -0.4449  -0.258
C 4.0531 0.0440 -0.7950  -0.221
C 4.0104 -1.3136 -0.1724  -0.030
C 5.0284 0.3443 -1.7472  -0.037
H 5.7587 -0.4268 -2.0026  0.122
C 5.0677 1.6002 -2.3524  -0.060
H 5.8353 1.8178 -3.0966  0.112
C 4.1391 2.5837 -2.0038  -0.040
H 4.1710 3.5760 -2.4615  0.119
C 3.1579 2.3233 -1.0512  -0.236
C 2.1286 3.3483 -0.6895  -0.049
Au 0.4323 0.4622 -0.7982  0.924
H -3.0963 -2.1403 1.1198  0.090
H -2.5801 -1.7064 2.7486  0.089
H -1.4568 -1.5259 1.3862  0.045
H -0.8558 3.4172 1.0266  0.063
H -1.6777 3.8690 2.5296  0.093
H -2.2967 4.4679 0.9832  0.085
H 4.3120 -2.0790 -0.9017  0.075
H 3.0076 -1.5860 0.1891  0.038
H 4.7064 -1.3874 0.6768  0.091
H 2.1611 3.6077 0.3796  0.089
H 1.1079 2.9866 -0.9106  0.045
H 2.2935 4.2683 -1.2644  0.087
H 1.6440 0.2624 3.7290  0.127
C 1.5041 -0.6413 -3.3078  -0.198
Si 2.2908 -1.8921 -4.5268  0.490
H 2.2347 0.1285 -3.0522  0.015
H 1.2314 -1.1979 -2.4047  -0.016
C 0.9327 -2.8258 -5.4331  -0.172
C 3.3775 -3.0320 -3.4904  -0.185
C 3.4413 -1.1802 -5.8407  -0.177
H 3.8608 -2.0002 -6.4444  0.043
H 4.2820 -0.6389 -5.3854  0.031
H 2.9254 -0.4983 -6.5281  0.010
H 0.3684 -3.4620 -4.7372  0.031
H 1.3536 -3.4729 -6.2168  0.038
H 0.2301 -2.1295 -5.9120  0.011
H 2.8922 -3.2966 -2.5410  0.020
H 4.3388 -2.5489 -3.2591  0.021
H 3.5943 -3.9639 -4.0340  0.038
O 0.8636 -2.2378 1.9883  0.067
N 1.1858 -2.3489 0.7889  -0.097
O 0.3380 -2.5842 -0.1019  0.029

Forces on atoms 1 to 6 (eV/Å):
O 0.226 0.624 1.589
O 0.168 0.621 -1.298
C 0.216 -0.283 -0.509
C -0.082 -0.021 0.057
H -0.061 0.167 -0.116
H -0.147 -0.241 0.171

The net charge is +1. As for the LUMO energy (alpha / beta): -3.5 / -5.8 eV. The gap between HOMO and LUMO (alpha / beta) comes out at 7.2 / 4.8 eV. Its multiplicity is 3. The electronic energy comes out at -59365.7416 eV. The expectation value of S² is 2.049. Its highest occupied orbital energy (alpha / beta) is -10.719 / -10.610 eV. For the molecular weight, the calculation gives 784.9 g mol⁻¹.


Entry 2:
ORCA calculation (the ωB97M-V functional and the def2-TZVPD basis) on the molecule C7H14.

Each line ends with the natural charge from an NBO analysis.
Atoms and positions in Å:
C 0.6790 -1.0899 -1.1851  -0.624
C 0.9501 -0.0269 -0.1194  -0.206
C 0.2346 -0.3358 1.2423  -0.207
C -0.2757 -1.7275 1.6087  -0.613
C -0.8554 0.6678 0.8138  -0.400
C 0.1212 1.2950 -0.1874  -0.202
C -0.3861 1.8388 -1.5127  -0.614
H 1.1665 -0.8540 -2.1366  0.214
H -0.3958 -1.1986 -1.3757  0.201
H 1.0362 -2.0833 -0.8776  0.215
H 2.0055 0.2459 -0.0872  0.200
H 0.8295 0.0514 2.0800  0.201
H -0.8923 -2.1551 0.8093  0.202
H 0.5178 -2.4459 1.8451  0.208
H -0.9181 -1.6495 2.4963  0.213
H -1.3115 1.3029 1.5777  0.204
H -1.6399 0.1365 0.2615  0.191
H 0.6977 2.0819 0.3207  0.194
H -0.7276 1.0279 -2.1645  0.203
H -1.2285 2.5241 -1.3594  0.211
H 0.3928 2.3944 -2.0497  0.209

Forces on atoms 1 to 6 (eV/Å):
C -0.059 0.087 -0.061
C 0.093 0.049 -0.089
C -0.032 -0.003 0.096
C 0.030 -0.022 -0.054
C -0.236 0.054 0.050
C 0.010 0.084 -0.061

The net charge is 0. As for the LUMO energy: 1.1 eV. The gap between HOMO and LUMO comes out at 11.3 eV. The electronic energy comes out at -7485.5654 eV. The energy above the lowest of the compared OMol25 structures with the same formula, charge and spin comes out at 0.7290 eV. The SMILES is C[C@@H]1[C@H](C)C[C@@H]1C. Its highest occupied orbital energy is -10.123 eV. For the molecular weight, the calculation gives 98.2 g mol⁻¹.


- Look up the electronic energy of the second one.
  -7485.5654 eV